{
  "formula": "C21H16BCrF6N10O7S3",
  "method": "wB97M-V/def2-TZVPD",
  "gap_ha": [0.2908, 0.2687],
  "total_energy_ev": -129177.8134,
  "spin_multiplicity": 6,
  "homo_ha": [-0.3105, -0.3556],
  "lumo_energy_ev": [-0.537, -2.365],
  "s_squared": 8.78,
  "symbols": ["Cr", "C", "C", "N", "N", "C", "B", "N", "C", "C", "C", "N", "N", "C", "C", "C", "N", "N", "C", "C", "C", "N", "H", "H", "H", "H", "H", "H", "H", "H", "H", "H", "H", "H", "F", "C", "F", "F", "S", "O", "O", "N", "S", "O", "O", "C", "F", "F", "F", "O", "C", "N", "S", "O", "O", "C", "C", "C", "C", "C", "C", "H", "H", "H", "H"],
  "positions_angstrom": [[10.1235, 13.8419, 7.0502], [10.2598, 18.0089, 5.9497], [9.7668, 16.7037, 5.7975], [10.3068, 15.8973, 6.7158], [11.1730, 16.6320, 7.4863], [11.1766, 17.9101, 6.9876], [12.1049, 15.9066, 8.5423], [11.0685, 15.1964, 9.5338], [11.0482, 15.0429, 10.9027], [10.0032, 14.2009, 11.2461], [9.4086, 13.8288, 10.0162], [10.0568, 14.4471, 9.0314], [12.8982, 14.7742, 7.7495], [14.2332, 14.5260, 7.4818], [14.3345, 13.3825, 6.6915], [13.0019, 13.0102, 6.4094], [12.1652, 13.8065, 7.0863], [13.0084, 16.9237, 9.2457], [12.5586, 17.9070, 10.0949], [13.6254, 18.3422, 10.8616], [14.7064, 17.5068, 10.4888], [14.3185, 16.6372, 9.5524], [9.9670, 18.8892, 5.4013], [9.0406, 16.3309, 5.1002], [11.7871, 18.6808, 7.4023], [11.7593, 15.5367, 11.5378], [9.6947, 13.9046, 12.2379], [8.5610, 13.1679, 9.8443], [14.9825, 15.1796, 7.8874], [15.2334, 12.8792, 6.3529], [12.6447, 12.2337, 5.7507], [11.5472, 18.2466, 10.1088], [13.6437, 19.1392, 11.5713], [15.7215, 17.5016, 10.8446], [5.9965, 15.6129, 5.7051], [5.8342, 14.2872, 5.5817], [5.2170, 13.7572, 6.6507], [5.2315, 13.9732, 4.4161], [7.5698, 13.6188, 5.4972], [8.0847, 13.9484, 6.8573], [8.2169, 14.2191, 4.3594], [7.3161, 12.0593, 5.3134], [7.6704, 11.0111, 6.5063], [7.3308, 11.5029, 7.8290], [7.4091, 9.6694, 6.0657], [7.0558, 9.6119, 9.5618], [5.7791, 9.4001, 9.2641], [7.2013, 9.9404, 10.8448], [7.7972, 8.5707, 9.2086], [10.1746, 12.4082, 5.4024], [9.9669, 11.4501, 6.2814], [10.0404, 11.8489, 7.5910], [10.7388, 10.7569, 8.6170], [12.0919, 11.1263, 8.9837], [9.7772, 10.4278, 9.6353], [10.7100, 9.4849, 7.3384], [10.9430, 8.1356, 7.4513], [10.9085, 7.3873, 6.2689], [10.5479, 7.9438, 5.0606], [10.2445, 9.2922, 4.9585], [10.3608, 10.0736, 6.1038], [11.1655, 7.6948, 8.4193], [11.1385, 6.3276, 6.3128], [10.5628, 7.3017, 4.1858], [9.9146, 9.7542, 4.0416]],
  "atomic_forces_ev_per_a": [[0.5, -0.3, 0.8], [0.3, -0.7, 0.4], [0.3, 0.3, 0.7], [0.2, 0.0, -0.2], [-0.1, 0.7, -1.3], [-0.6, -0.9, 0.2], [-0.3, -0.3, -0.4], [0.2, -0.4, 1.2], [-0.3, -0.1, -1.1], [-0.1, 0.1, -0.7], [0.5, 0.5, 0.9], [0.1, -0.5, -1.0], [0.8, -0.8, -0.6], [-1.4, -0.4, 0.1], [-0.7, 0.5, -0.1], [0.7, 0.7, 1.0], [0.1, 0.6, -0.1], [0.0, -0.5, 1.3], [1.2, 0.2, 0.0], [-0.2, -0.6, -0.6], [-1.3, -0.4, -1.0], [0.1, 0.5, 0.0], [0.2, -0.1, 0.0], [-0.1, -0.2, -0.1], [0.3, 0.1, 0.3], [0.2, 0.2, -0.1], [0.1, 0.0, -0.2], [0.3, 0.2, -0.2], [0.0, 0.0, 0.1], [-0.2, 0.3, 0.0], [-0.1, 0.0, 0.2], [-0.4, 0.1, -0.2], [-0.1, 0.2, 0.3], [0.1, -0.1, 0.0], [-0.9, -0.5, 0.0], [1.1, -0.5, -0.2], [0.1, 0.7, -1.2], [0.0, 0.5, 1.4], [-0.4, -1.6, -0.4], [0.6, 0.4, -0.7], [-0.6, 0.0, 0.9], [-0.1, 0.4, 0.3], [-0.7, 1.4, -0.3], [-0.3, -0.6, -0.9], [-0.4, 0.1, 0.2], [0.0, 0.1, 0.1], [0.2, -0.1, 0.2], [-0.1, -0.4, -0.4], [-0.3, 0.0, 0.4], [-1.2, -0.5, 1.7], [2.7, 2.1, 0.2], [0.5, 1.2, -0.5], [-0.4, -0.5, -0.4], [-1.2, -0.2, -0.4], [0.8, 0.2, 0.0], [0.0, 0.7, -0.5], [0.3, 0.1, 0.0], [-0.1, -0.4, 0.8], [0.3, 0.0, -0.5], [0.2, 0.4, 0.4], [-0.1, -2.0, 0.1], [0.0, 0.0, -0.2], [0.0, 0.1, 0.0], [-0.2, 0.2, 0.0], [0.0, 0.0, -0.2]]
}

{
  "formula": "C31H64N4O10PSSiSr",
  "method": "wB97M-V/def2-TZVPD",
  "total_charge": -1,
  "gap_ha": 0.2944,
  "e_above_lowest_ev": 1.330,
  "total_energy_ev": -88471.5370,
  "homo_ha": -0.2109,
  "lumo_energy_ev": 2.273,
  "symbols": ["Sr", "N", "C", "C", "N", "C", "C", "N", "H", "H", "H", "H", "H", "H", "H", "H", "H", "H", "H", "H", "H", "O", "C", "C", "C", "N", "C", "C", "C", "O", "O", "C", "O", "O", "H", "H", "H", "C", "C", "C", "C", "O", "Si", "O", "O", "C", "C", "C", "C", "O", "C", "C", "C", "C", "H", "H", "H", "H", "H", "H", "H", "H", "H", "H", "H", "H", "H", "H", "H", "H", "H", "H", "H", "H", "H", "H", "H", "H", "H", "H", "H", "C", "S", "C", "O", "H", "H", "H", "H", "H", "H", "C", "C", "P", "C", "C", "C", "C", "H", "H", "H", "H", "H", "H", "H", "H", "H", "H", "H", "H", "H", "H", "H"],
  "positions_angstrom": [[-0.8066, -1.4269, 0.2674], [-1.7495, -2.5861, 2.5261], [-1.2631, -2.2647, 3.8777], [-0.9496, -0.7662, 3.9078], [-0.0662, -0.4149, 2.8071], [1.3569, -0.3295, 3.0843], [2.0821, -1.6235, 2.7268], [1.6366, -2.0235, 1.3877], [-2.1113, -3.5315, 2.4542], [-2.5433, -1.9736, 2.3157], [-1.9805, -2.5001, 4.6702], [-0.3532, -2.8414, 4.0709], [-1.8897, -0.2321, 3.7776], [-0.5287, -0.4851, 4.8824], [-0.3628, 0.4033, 2.2677], [1.7642, 0.4584, 2.4462], [1.5592, -0.0569, 4.1288], [3.1604, -1.4499, 2.7974], [1.8282, -2.4151, 3.4360], [1.7878, -1.2567, 0.7295], [2.1686, -2.8021, 1.0244], [-3.1529, 1.5049, -4.3331], [-2.6504, 0.5344, -3.5291], [-3.4820, -0.3668, -2.8566], [-2.8787, -1.2927, -2.0327], [-1.5530, -1.3684, -1.9157], [-0.7585, -0.5157, -2.5802], [-1.2678, 0.4654, -3.4038], [0.7431, -0.7819, -2.3575], [1.5081, -0.4292, -3.2548], [0.9862, -1.4033, -1.2639], [-3.6243, -2.2992, -1.1228], [-4.7646, -2.6344, -1.4640], [-2.9461, -2.6304, -0.0876], [-4.1120, 1.4430, -4.3253], [-4.5601, -0.3559, -2.9652], [-0.6071, 1.1431, -3.9317], [3.7472, 1.1829, 0.7610], [3.5169, 1.9239, -0.5543], [4.2111, 1.1902, -1.6895], [4.0591, 3.3446, -0.4486], [2.1150, 1.9571, -0.8712], [0.7085, 2.2945, -0.0835], [-0.1444, 1.0596, 0.4362], [-0.2465, 3.1461, -1.1489], [0.0184, 4.1202, -2.1545], [-1.3484, 4.6112, -2.5918], [0.7551, 3.5015, -3.3639], [0.8177, 5.2942, -1.5809], [1.2497, 3.3625, 1.0863], [0.6502, 4.1735, 2.0956], [-0.7456, 4.6537, 1.7071], [0.5755, 3.4074, 3.4067], [1.5713, 5.3707, 2.2666], [4.8062, 1.2073, 1.0299], [3.4351, 0.1360, 0.6579], [3.1696, 1.6553, 1.5638], [5.2469, 0.9570, -1.4153], [4.2155, 1.8074, -2.5972], [3.6704, 0.2701, -1.9232], [5.1403, 3.3240, -0.2771], [3.5738, 3.8797, 0.3727], [3.8677, 3.8813, -1.3840], [-1.9348, 3.7718, -2.9802], [-1.2482, 5.3637, -3.3806], [-1.8828, 5.0531, -1.7434], [0.0389, 3.1164, -4.0981], [1.4022, 2.6795, -3.0489], [1.3726, 4.2516, -3.8658], [0.2458, 5.8059, -0.8001], [1.0475, 6.0158, -2.3695], [1.7560, 4.9449, -1.1395], [-1.4185, 3.8036, 1.5586], [-0.7214, 5.2319, 0.7771], [-1.1524, 5.2817, 2.5041], [-0.0567, 2.5263, 3.2905], [0.1557, 4.0369, 4.1975], [1.5761, 3.0811, 3.7092], [1.6624, 5.9066, 1.3156], [2.5683, 5.0326, 2.5698], [1.1839, 6.0588, 3.0267], [-5.0978, 0.2599, 0.0593], [-3.3713, 0.2229, 0.5497], [-3.1427, 1.9862, 0.4290], [-3.3632, -0.1006, 2.0274], [-5.6124, 0.5820, 0.9678], [-5.4149, -0.7408, -0.2440], [-5.2386, 0.9724, -0.7518], [-3.3341, 2.3127, -0.5989], [-2.0933, 2.1523, 0.6523], [-3.8179, 2.4613, 1.1486], [2.7689, -4.3210, -0.9614], [1.4429, -4.9453, -1.4193], [0.0044, -4.4930, -0.3508], [0.1929, -5.6547, 1.0724], [0.1344, -7.1616, 0.8302], [-1.4030, -5.2254, -1.3188], [-1.1561, -6.4080, -2.2582], [3.5950, -4.6458, -1.6005], [3.0234, -4.6158, 0.0658], [2.7099, -3.2291, -1.0162], [1.5303, -6.0319, -1.5026], [1.1944, -4.5576, -2.4120], [-0.5928, -5.3589, 1.7776], [1.1371, -5.3810, 1.5568], [-0.8576, -7.4668, 0.4857], [0.3450, -7.7121, 1.7538], [0.8657, -7.4846, 0.0823], [-1.8099, -4.3861, -1.8910], [-2.1815, -5.4636, -0.5850], [-0.4542, -6.1464, -3.0555], [-2.0955, -6.7052, -2.7379], [-0.7573, -7.2836, -1.7400]],
  "atomic_forces_ev_per_a": [[1.1, -0.2, 2.8], [-0.4, -0.1, 0.4], [0.1, 0.1, -0.4], [0.1, -0.2, -0.3], [-0.2, 0.7, 0.3], [-0.2, -0.1, -0.2], [-0.3, 0.0, -0.2], [0.4, 0.2, 0.2], [0.1, 0.0, 0.0], [0.0, -0.2, 0.1], [-0.1, 0.0, 0.1], [0.0, 0.0, 0.0], [0.0, 0.1, 0.0], [0.0, 0.0, 0.1], [0.1, -0.1, 0.3], [-0.1, 0.0, 0.1], [0.0, 0.0, 0.0], [0.2, 0.0, 0.0], [0.0, -0.1, 0.0], [0.1, -0.2, 0.0], [0.0, 0.0, 0.0], [-0.1, 0.2, -0.1], [0.1, -0.2, 0.1], [0.1, 0.2, -0.2], [0.4, -0.6, 0.0], [-0.5, 0.4, -1.8], [-0.1, -0.5, 0.0], [0.0, 0.0, -0.1], [0.1, -0.2, 0.1], [0.0, 0.0, 0.3], [0.7, 0.5, -1.4], [0.3, -0.1, 0.2], [0.3, 0.1, 0.2], [-1.1, 0.0, -0.9], [-0.1, 0.0, 0.0], [0.0, 0.0, 0.0], [-0.1, -0.1, 0.1], [-0.2, -0.1, 0.0], [-0.4, 0.0, 0.2], [-0.1, -0.1, -0.3], [-0.1, 0.2, 0.0], [0.4, 0.0, -0.1], [-0.2, -0.2, 0.1], [0.2, 0.4, 0.0], [0.0, -0.1, -0.1], [0.2, -0.1, 0.1], [-0.3, 0.1, -0.1], [0.0, -0.1, 0.1], [0.1, -0.1, 0.1], [-0.2, 0.1, 0.3], [0.0, -0.1, -0.3], [-0.1, -0.1, -0.2], [0.1, -0.2, 0.1], [0.2, 0.2, -0.1], [0.0, 0.0, 0.0], [0.1, 0.2, 0.0], [0.1, 0.0, -0.1], [-0.1, 0.0, -0.1], [0.0, -0.1, 0.1], [0.0, 0.0, 0.0], [-0.1, 0.0, 0.0], [0.1, 0.0, -0.1], [0.0, 0.0, 0.1], [0.1, 0.1, 0.0], [-0.1, 0.0, 0.0], [0.1, 0.0, -0.1], [0.1, 0.1, 0.1], [-0.1, 0.1, 0.0], [-0.1, 0.0, 0.0], [0.1, -0.1, -0.2], [0.0, 0.0, 0.0], [-0.1, 0.0, -0.1], [0.1, 0.2, 0.1], [0.0, -0.2, 0.3], [0.0, 0.0, 0.0], [0.0, -0.1, 0.0], [0.0, 0.0, 0.0], [-0.1, 0.0, 0.0], [0.0, 0.0, 0.1], [-0.1, 0.1, 0.0], [0.1, -0.1, -0.1], [-0.2, -0.4, 0.2], [-0.3, 0.8, 0.5], [0.0, 0.1, 0.0], [0.0, 0.1, -0.6], [-0.1, 0.0, -0.1], [0.0, 0.1, 0.1], [0.0, -0.1, 0.0], [0.0, -0.1, 0.2], [0.0, 0.0, 0.0], [0.1, 0.0, -0.1], [-0.1, 0.0, 0.0], [0.1, 0.1, 0.1], [-0.2, -0.1, -0.3], [0.0, -0.1, 0.1], [0.0, -0.1, 0.0], [0.0, 0.0, 0.0], [0.0, 0.0, 0.0], [-0.1, 0.0, 0.0], [0.0, 0.0, -0.1], [0.0, -0.1, 0.0], [0.0, 0.0, -0.1], [0.0, 0.0, 0.0], [0.1, 0.0, 0.0], [0.0, 0.0, 0.0], [0.1, 0.0, 0.0], [0.0, 0.0, -0.1], [-0.1, 0.0, 0.1], [0.0, -0.1, 0.0], [0.0, 0.0, -0.1], [-0.1, 0.0, 0.1], [0.1, 0.0, 0.0], [0.0, 0.1, -0.1]]
}

Number 2 is which compound? C31H64N4O10PSSiSr